Molecular formula: C75H168N8O13
Method: DFT, wB97M-V/def2-TZVPD

Last column: Löwdin charge in e.
Geometry (Å):
C -1.270 2.331 4.862  -0.10
O -0.349 2.731 3.790  -0.17
H -0.893 1.815 5.749  0.08
H -1.717 3.249 5.303  0.08
H -2.129 1.778 4.444  0.07
H 0.609 2.794 4.047  0.09
C 3.788 2.730 3.067  -0.15
O 2.422 3.011 2.969  -0.15
H 4.012 1.964 3.868  0.10
H 4.143 2.285 2.159  0.05
H 4.338 3.677 3.292  0.09
H 2.173 3.557 2.225  0.01
C 0.755 3.927 -2.396  -0.11
O 1.167 2.936 -3.347  -0.16
H 0.007 3.438 -1.751  0.08
H 1.556 4.276 -1.770  0.07
H 0.261 4.736 -2.891  0.06
H 0.485 2.213 -3.317  0.08
C -3.052 -5.547 2.887  -0.05
C -1.843 -5.693 3.714  -0.50
C -0.608 -5.769 2.748  -0.15
C 0.672 -5.643 3.440  -0.20
C 0.775 -4.366 4.199  -0.13
C -0.378 -4.090 5.184  -0.52
N -1.609 -4.427 4.473  -0.08
O -2.695 -4.350 5.405  -0.05
C -0.260 -4.778 6.562  -0.03
C -0.462 -2.592 5.486  -0.04
C -1.898 -6.914 4.638  -0.01
H -3.969 -5.624 3.459  0.08
H -3.190 -6.279 2.096  0.09
H -3.042 -4.555 2.407  0.09
H -0.709 -6.712 2.196  0.13
H -0.680 -4.973 2.032  0.09
H 1.492 -5.710 2.659  0.13
H 0.799 -6.461 4.112  0.10
H 0.874 -3.465 3.578  0.10
H 1.662 -4.285 4.863  0.14
H -1.241 -4.858 6.969  0.06
H 0.235 -5.739 6.502  0.07
H 0.354 -4.145 7.290  0.11
H 0.538 -2.268 5.791  0.09
H -0.676 -2.195 4.538  0.02
H -1.260 -2.256 6.215  0.11
H -2.360 -7.790 4.193  0.09
H -2.417 -6.681 5.537  0.07
H -0.936 -7.101 5.069  0.06
H -3.302 -3.776 4.927  0.10
C -1.085 -5.458 -3.665  -0.05
C 0.129 -4.969 -2.931  -0.51
C 0.422 -5.823 -1.695  -0.14
C 1.756 -5.515 -1.084  -0.18
C 2.805 -5.640 -2.171  -0.12
C 2.581 -4.693 -3.378  -0.44
N 1.254 -5.165 -3.905  -0.10
O 0.912 -4.501 -5.097  -0.03
C 2.973 -3.173 -3.099  -0.02
C 3.540 -4.998 -4.571  -0.05
C -0.069 -3.450 -2.575  -0.01
H -1.843 -5.506 -2.875  0.09
H -0.934 -6.474 -3.984  0.08
H -1.337 -4.759 -4.517  0.11
H -0.388 -5.608 -0.976  0.12
H 0.298 -6.855 -2.057  0.13
H 2.010 -6.170 -0.262  0.11
H 1.676 -4.496 -0.688  0.09
H 2.668 -6.654 -2.497  0.12
H 3.788 -5.596 -1.799  0.08
H 2.403 -2.509 -3.787  0.09
H 2.674 -2.886 -2.105  0.03
H 4.114 -3.094 -3.117  0.09
H 3.368 -4.360 -5.415  0.07
H 4.563 -4.748 -4.240  0.08
H 3.428 -6.057 -4.821  0.09
H -1.086 -3.410 -2.214  0.07
H -0.041 -2.818 -3.474  0.10
H 0.635 -3.108 -1.787  0.05
H 1.331 -5.029 -5.757  0.08
C -1.970 3.898 -5.282  -0.02
C -3.342 4.175 -4.637  -0.50
C -4.344 4.381 -5.779  -0.13
C -5.794 4.554 -5.255  -0.18
C -6.206 3.285 -4.512  -0.12
C -5.118 2.837 -3.456  -0.45
N -3.741 2.925 -3.994  -0.10
O -2.839 2.634 -2.962  -0.06
C -5.332 3.662 -2.142  -0.02
C -5.225 1.361 -3.121  -0.04
C -3.262 5.448 -3.747  -0.01
H -1.917 2.913 -5.795  0.11
H -1.135 3.891 -4.637  0.04
H -1.873 4.613 -6.055  0.07
H -3.993 5.200 -6.406  0.12
H -4.439 3.449 -6.365  0.13
H -6.453 4.718 -6.127  0.12
H -5.823 5.415 -4.586  0.09
H -6.328 2.597 -5.306  0.10
H -7.160 3.220 -3.982  0.12
H -6.174 3.345 -1.490  0.08
H -4.450 3.793 -1.571  0.05
H -5.598 4.695 -2.406  0.07
H -4.482 1.144 -2.381  0.05
H -6.232 1.139 -2.751  0.08
H -5.050 0.733 -3.963  0.08
H -4.207 5.790 -3.349  0.05
H -2.864 6.288 -4.345  0.10
H -2.708 5.197 -2.864  0.05
H -2.327 1.836 -3.195  0.11
C 7.327 -0.742 2.195  -0.03
C 7.053 -2.250 1.979  -0.53
C 5.556 -2.421 2.285  -0.13
C 4.983 -3.710 1.722  -0.17
C 5.287 -3.725 0.247  -0.14
C 6.792 -3.739 -0.074  -0.48
N 7.311 -2.519 0.557  -0.11
O 8.702 -2.457 0.373  -0.04
C 7.496 -5.048 0.485  -0.01
C 7.082 -3.641 -1.576  -0.02
C 7.886 -3.096 2.920  -0.03
H 6.962 -0.550 3.236  0.09
H 6.650 -0.179 1.555  0.07
H 8.367 -0.456 2.058  0.08
H 5.553 -2.391 3.373  0.12
H 4.973 -1.554 1.846  0.11
H 3.917 -3.844 1.770  0.09
H 5.403 -4.577 2.201  0.10
H 4.880 -2.837 -0.241  0.12
H 4.779 -4.567 -0.172  0.09
H 8.570 -4.972 0.457  0.08
H 7.125 -5.298 1.460  0.05
H 7.263 -5.855 -0.191  0.08
H 8.104 -3.904 -1.838  0.08
H 6.310 -4.322 -2.043  0.10
H 6.952 -2.600 -1.877  0.06
H 7.581 -4.101 3.069  0.05
H 7.877 -2.626 3.937  0.10
H 8.972 -3.051 2.587  0.11
H 8.850 -1.743 -0.265  0.11
C 1.386 -0.419 2.748  0.01
C 1.288 -0.366 1.216  -0.49
C 1.192 -1.739 0.574  -0.14
C -0.168 -2.333 0.787  -0.18
C -1.174 -1.464 0.018  -0.13
C -1.243 -0.083 0.602  -0.47
N 0.180 0.450 0.692  -0.06
O 0.168 1.725 1.295  -0.08
C -2.051 0.859 -0.364  0.01
C -1.905 -0.197 1.984  0.00
C 2.562 0.313 0.705  -0.01
H 1.225 0.554 3.230  0.07
H 2.341 -0.766 3.093  0.07
H 0.611 -1.168 3.207  0.08
H 1.465 -1.692 -0.498  0.10
H 1.867 -2.437 1.105  0.13
H -0.416 -2.377 1.803  0.06
H -0.094 -3.392 0.420  0.11
H -2.223 -1.846 0.060  0.14
H -0.874 -1.475 -1.061  0.11
H -2.142 1.766 0.251  0.08
H -1.400 1.076 -1.255  0.08
H -3.084 0.570 -0.582  0.07
H -1.685 -1.065 2.638  0.09
H -1.755 0.765 2.462  0.06
H -2.972 -0.135 1.780  0.06
H 2.533 1.366 0.811  0.05
H 2.681 0.127 -0.368  0.06
H 3.501 -0.121 1.195  0.10
H -0.066 1.720 2.248  0.05
C -8.071 0.664 -0.087  -0.03
C -7.039 0.098 0.884  -0.49
C -6.809 1.196 1.940  -0.14
C -5.884 0.618 2.985  -0.16
C -6.466 -0.711 3.638  -0.11
C -6.737 -1.789 2.600  -0.54
N -7.608 -1.109 1.635  -0.07
O -7.966 -1.995 0.540  -0.06
C -5.549 -2.651 2.086  -0.03
C -7.702 -2.756 3.286  -0.05
C -5.797 -0.367 0.094  -0.02
H -8.873 1.200 0.461  0.09
H -8.492 -0.154 -0.679  0.08
H -7.482 1.335 -0.766  0.08
H -6.357 2.101 1.416  0.14
H -7.718 1.551 2.439  0.12
H -5.646 1.321 3.781  0.10
H -4.894 0.312 2.586  0.09
H -7.447 -0.569 4.126  0.12
H -5.805 -1.115 4.407  0.12
H -5.372 -3.525 2.692  0.05
H -5.682 -2.977 1.026  0.10
H -4.561 -2.161 2.163  0.06
H -7.759 -3.713 2.761  0.08
H -7.250 -2.966 4.277  0.10
H -8.676 -2.336 3.254  0.07
H -5.054 -0.816 0.726  0.03
H -5.378 0.383 -0.550  0.04
H -6.161 -1.144 -0.627  0.11
H -8.873 -2.241 0.755  0.10
C 5.685 -0.113 -2.043  -0.03
C 5.796 1.365 -2.409  -0.56
C 7.139 1.726 -3.053  -0.14
C 7.405 1.019 -4.346  -0.18
C 6.318 1.455 -5.297  -0.16
C 4.937 1.099 -4.800  -0.45
N 4.822 1.741 -3.400  -0.01
O 3.442 1.476 -2.839  -0.08
C 3.844 1.800 -5.691  -0.02
C 4.636 -0.442 -4.811  -0.04
C 5.550 2.179 -1.142  -0.02
H 6.400 -0.352 -1.241  0.08
H 5.825 -0.770 -2.884  0.03
H 4.692 -0.297 -1.576  0.09
H 7.140 2.825 -3.121  0.13
H 7.819 1.547 -2.195  0.13
H 7.347 -0.079 -4.220  0.11
H 8.366 1.167 -4.764  0.10
H 6.565 0.904 -6.257  0.14
H 6.329 2.537 -5.522  0.13
H 3.982 1.600 -6.754  0.08
H 2.850 1.419 -5.320  0.09
H 3.991 2.851 -5.516  0.07
H 3.862 -0.541 -4.085  0.05
H 4.124 -0.705 -5.723  0.08
H 5.466 -1.142 -4.667  0.07
H 5.594 3.213 -1.369  0.07
H 6.310 1.905 -0.422  0.08
H 4.537 2.009 -0.735  0.07
H 2.864 2.196 -3.131  0.05
C -2.948 4.471 1.927  -0.04
C -2.753 5.812 1.268  -0.47
C -4.138 6.470 1.117  -0.11
C -4.020 7.933 0.614  -0.18
C -3.367 8.749 1.664  -0.15
C -1.964 8.177 2.001  -0.52
N -2.109 6.748 2.310  -0.09
O -0.842 6.165 2.565  -0.06
C -1.043 8.612 0.866  -0.03
C -1.406 8.751 3.316  -0.03
C -1.862 5.630 0.001  0.00
H -3.245 4.658 2.969  0.09
H -2.006 3.901 1.833  0.07
H -3.806 3.993 1.478  0.08
H -4.777 5.998 0.368  0.11
H -4.572 6.408 2.113  0.12
H -4.967 8.367 0.287  0.11
H -3.355 7.931 -0.284  0.10
H -3.914 8.647 2.545  0.10
H -3.304 9.793 1.480  0.11
H -0.069 8.166 0.872  0.09
H -1.541 8.417 -0.105  0.07
H -0.940 9.654 0.966  0.07
H -0.353 8.490 3.339  0.08
H -1.522 9.835 3.209  0.09
H -2.025 8.270 4.094  0.10
H -2.277 4.923 -0.716  0.07
H -0.852 5.356 0.253  0.05
H -1.809 6.561 -0.609  0.07
H -0.955 5.842 3.506  0.14
O 1.183 4.169 1.008  -0.05
H 0.964 3.228 0.789  0.04
H 0.415 4.435 1.516  0.02
O 0.769 0.181 -2.447  -0.08
H 0.513 0.156 -1.473  0.03
H 1.734 0.370 -2.451  0.02

E_HOMO (eV): -8.31
Energy above the lowest of the compared OMol25 structures with the same formula, charge and spin (kJ/mol): 0.0
2S+1: 1
Molar mass (Da): 1390.21